Record 1
This record from the OMol25 dataset describes a 2-piece molecular cluster, C4H8Cl4 overall in a non-equilibrium geometry. The level of theory is ωB97M-V with the def2-TZVPD basis set.

E_HOMO in eV: -9.728
Orbital gap in Eh: 0.374
Energy relative to the best compared isomer or geometry (same formula, charge and spin) in eV: 2.018
DFT total energy in eV: -54365.9603
SMILES string: ClCCCl.ClCCCl

CARTESIAN COORDINATES (ANGSTROEM)
Cl (-1.47, -0.66, -2.69)
Cl (0.27, -1.19, 0.05)
Cl (3.80, 1.11, 1.15)
Cl (1.00, 2.79, -0.15)
C (1.31, 1.06, 0.00)
C (-2.18, -0.43, -1.02)
C (-1.53, -1.38, -0.03)
C (2.04, 0.60, 1.23)
H (1.59, 0.88, 2.18)
H (2.11, -0.49, 1.30)
H (-1.95, 0.56, -0.65)
H (-2.10, -1.17, 0.87)
H (-1.61, -2.44, -0.29)
H (1.66, 0.72, -0.97)
H (-3.25, -0.58, -1.06)
H (0.32, 0.61, 0.07)

List of natural (NBO) charges in e, atom by atom: -0.07, -0.04, -0.09, -0.07, -0.43, -0.38, -0.37, -0.37, 0.23, 0.23, 0.22, 0.23, 0.23, 0.23, 0.23, 0.22

=====

Record 2
This record from the OMol25 dataset describes C4H8Cl5O4Y as an isolated structure in a non-equilibrium geometry. The level of theory is ωB97M-V with the def2-TZVPD basis set.

E_HOMO in eV: -14.491
Orbital gap in Eh: 0.065
DFT total energy in eV: -76092.7251
Total charge: +2

CARTESIAN COORDINATES (ANGSTROEM)
Y (-3.36, -14.51, -33.53)
Cl (-3.48, -12.68, -40.96)
Cl (-3.30, -9.54, -39.95)
Cl (-3.94, -6.50, -37.72)
Cl (-1.71, -12.35, -35.34)
Cl (-0.96, -7.77, -37.40)
O (-0.43, -12.63, -35.85)
O (-2.28, -11.13, -35.77)
O (-1.81, -12.57, -33.88)
O (-2.63, -13.43, -35.78)
C (-2.01, -11.88, -40.36)
C (-2.17, -7.78, -36.10)
C (-3.61, -7.81, -36.59)
C (-2.41, -10.89, -39.24)
H (-1.32, -12.61, -39.94)
H (-1.62, -11.31, -41.19)
H (-1.99, -6.84, -35.57)
H (-3.05, -11.46, -38.55)
H (-4.32, -7.82, -35.76)
H (-1.83, -8.53, -35.39)
H (-3.78, -8.77, -37.09)
H (-1.62, -10.45, -38.63)

List of natural (NBO) charges in e, atom by atom: 2.50, 0.00, 0.03, 0.03, 2.53, -0.01, -0.65, -0.67, -0.95, -0.96, -0.40, -0.40, -0.42, -0.41, 0.22, 0.24, 0.24, 0.19, 0.23, 0.21, 0.21, 0.23